(1)
# H6N4O2

A 2-piece molecular cluster, H6N4O2 overall in a non-equilibrium geometry (ωB97M-V with the def2-TZVPD basis set, the Open Molecules 2025 dataset).

Positions of all 12 atoms, in Å:
H 3.0070 1.4516 -1.1412
N 2.8493 0.6616 -0.4980
N 1.7187 0.3718 -0.1027
O 1.3732 -0.4520 0.7228
H 0.8253 0.8294 -0.3703
N -1.6288 0.4188 0.7928
N -1.2634 -0.1472 -0.4230
O -1.2408 -1.6700 -0.4634
H -0.7543 0.2287 1.2578
H -2.4389 0.0318 1.2586
H -2.0650 -0.0698 -1.0723
H -0.3821 -1.6547 0.0389

The multiplicity is 1. Its LUMO energy is 0.026 Ha. The structure (SMILES) is [H]/N=[NH+]/[O-].NNO.

Löwdin population analysis, charges in e, atoms 1 to 4: number 1, H, carries 0.086; number 2, N, carries 0.130; number 3, N, carries -0.301; number 4, O, carries -0.054

(2)
# H6NOSi2

A 2-piece molecular cluster, H6NOSi2 overall in a non-equilibrium geometry (ωB97M-V with the def2-TZVPD basis set, the Open Molecules 2025 dataset).

Positions of all 10 atoms, in Å:
N 1.5914 -0.2376 0.6817
O 2.2125 -1.3029 0.3381
Si -1.2527 -0.9860 0.2046
Si 0.9368 1.0123 -0.2413
H -2.3526 -0.8590 1.2355
H -1.6321 -2.5446 -0.0813
H -1.8472 -0.1710 -0.9468
H 0.1594 1.8978 0.8269
H 2.1118 1.8734 -0.6032
H 0.0727 1.3175 -1.4141

The multiplicity is 1. Its LUMO energy (alpha / beta) is 0.143 / 0.127 Ha. As for the net charge: -1.

Löwdin population analysis, charges in e, atoms 1 to 4: number 1, N, carries -0.370; number 2, O, carries -0.266; number 3, Si, carries 0.365; number 4, Si, carries 0.209

(3)
# H6O2S

A 3-piece molecular cluster, H6O2S overall in a non-equilibrium geometry (ωB97M-V with the def2-TZVPD basis set, the Open Molecules 2025 dataset).

Positions of all 9 atoms, in Å:
O -0.8527 1.1320 -1.2404
H -0.8170 0.6383 -0.3915
H -1.8231 1.4157 -1.2971
O -0.7733 -0.9136 2.2105
H -0.5281 -1.8016 2.5769
H -0.8756 -0.2692 2.9748
S 1.7792 -0.4653 -1.9024
H 2.3546 0.6726 -2.3247
H 1.5360 -0.4090 -0.6060

The multiplicity is 1. Its LUMO energy is 0.018 Ha. The structure (SMILES) is O.O.S.

Löwdin population analysis, charges in e, atoms 1 to 4: number 1, O, carries -0.148; number 2, H, carries 0.017; number 3, H, carries 0.072; number 4, O, carries -0.109

(4)
# H6O3

A 3-piece molecular cluster, H6O3 overall in a non-equilibrium geometry (ωB97M-V with the def2-TZVPD basis set, the Open Molecules 2025 dataset).

Positions of all 9 atoms, in Å:
O -1.6280 1.6404 -1.4914
H -2.5320 1.3685 -1.6498
H -1.3293 1.0764 -0.7780
O 2.1421 -0.5828 1.0770
H 2.2619 -1.3018 1.6974
H 2.6007 -0.8686 0.2869
O -0.7126 -0.1589 0.1179
H -1.0054 -1.0421 0.3425
H 0.2025 -0.1311 0.3975

The multiplicity is 2. Its LUMO energy (alpha / beta) is 0.150 / 0.149 Ha. As for the net charge: -1.

Löwdin population analysis, charges in e, atoms 1 to 4: number 1, O, carries -0.147; number 2, H, carries 0.004; number 3, H, carries -0.057; number 4, O, carries -0.384

(5)
# H6O3

A 3-piece molecular cluster, H6O3 overall in a non-equilibrium geometry (ωB97M-V with the def2-TZVPD basis set, the Open Molecules 2025 dataset).

Positions of all 9 atoms, in Å:
O -10.1004 6.0526 7.2015
H -10.4788 5.6234 6.4399
H -9.3201 6.5407 6.8555
O 4.5462 1.4169 6.0927
H 5.2681 2.0521 6.1594
H 3.8385 1.9977 6.3557
O 5.5870 -7.9543 -13.3648
H 5.4905 -8.5990 -12.6858
H 5.1690 -7.1299 -13.0541

The multiplicity is 1. Its LUMO energy is 0.039 Ha. The structure (SMILES) is O.O.O.

Löwdin population analysis, charges in e, atoms 1 to 4: number 1, O, carries -0.069; number 2, H, carries 0.018; number 3, H, carries 0.051; number 4, O, carries -0.055

(6)
# H6O3

A 3-piece molecular cluster, H6O3 overall in a non-equilibrium geometry (ωB97M-V with the def2-TZVPD basis set, the Open Molecules 2025 dataset).

Positions of all 9 atoms, in Å:
O -0.7377 -0.5969 -2.2384
H -1.1520 -1.0165 -1.4466
H -0.1938 -1.2878 -2.5801
O -0.2202 1.2801 0.3720
H -1.1330 1.2764 0.5451
H -0.2900 0.8757 -0.4589
O 1.4563 -0.4136 1.7643
H 1.1461 -0.5292 2.6650
H 1.1242 0.4118 1.3775

The multiplicity is 1. Its LUMO energy is 0.020 Ha. The structure (SMILES) is O.O.O.

Löwdin population analysis, charges in e, atoms 1 to 4: number 1, O, carries -0.051; number 2, H, carries 0.064; number 3, H, carries 0.025; number 4, O, carries 0.000

(7)
# H6O3

A 3-piece molecular cluster, H6O3 overall (ωB97M-V with the def2-TZVPD basis set, the Open Molecules 2025 dataset).

Positions of all 9 atoms, in Å:
O 2.4695 0.1991 1.1558
H 3.3354 0.5813 1.2983
H 1.9855 0.8726 0.6779
O -1.1398 -1.0066 0.9652
H -1.5975 -0.4756 1.6169
H -0.2115 -0.8802 1.1616
O -1.9235 0.4635 -2.3635
H -1.3569 0.0276 -3.0001
H -1.5611 0.2182 -1.5122

The multiplicity is 1. Its LUMO energy is 0.018 Ha. The structure (SMILES) is O.O.O.

Löwdin population analysis, charges in e, atoms 1 to 4: number 1, O, carries -0.052; number 2, H, carries 0.033; number 3, H, carries 0.029; number 4, O, carries -0.043

(8)
# H6O3

A 3-piece molecular cluster, H6O3 overall in a non-equilibrium geometry (ωB97M-V with the def2-TZVPD basis set, the Open Molecules 2025 dataset).

Positions of all 9 atoms, in Å:
O 18.1827 -12.6064 0.5236
H 18.6041 -12.9268 1.3494
H 18.0692 -13.3750 0.0182
O 19.0215 -13.3486 3.0566
H 19.0481 -13.0001 3.9674
H 19.0336 -14.2678 3.1608
O 18.5977 -11.3567 4.9533
H 18.7718 -10.8226 4.2470
H 17.6752 -11.5155 4.8725

The multiplicity is 1. Its LUMO energy is 0.025 Ha. The structure (SMILES) is O.O.O.

Löwdin population analysis, charges in e, atoms 1 to 4: number 1, O, carries -0.063; number 2, H, carries -0.010; number 3, H, carries -0.008; number 4, O, carries -0.037